1.
59
Properties=species:S:1:pos:R:3 method="wB97M-V/def2-TZVPD" orbital_gap_ev=7.66 e_lumo_ev=-1.10 fmax_ha_per_bohr=0.043 charge=0 e_homo_ev=-8.76
C 1.0915 3.0825 1.7603
B 0.8519 1.9918 0.6307
O 1.1586 2.3039 -0.6889
C 0.2401 0.5322 0.8679
C 1.0603 -0.5506 0.4926
C 2.4661 -0.3793 -0.0615
C 3.5350 -0.2974 1.1100
N 2.8264 -0.5448 2.4018
N 4.1702 1.0054 1.2608
N 4.5704 -1.3147 0.9640
C 0.5305 -1.8017 0.6513
C -0.7758 -1.9827 1.1619
C -1.5774 -0.9450 1.5380
C -2.9404 -1.2906 2.1037
I -3.1640 -0.5689 4.1505
C -4.1632 -0.9475 1.1461
C -3.7834 -0.1944 -0.1457
I -5.7106 0.1551 2.1701
C -1.0257 0.3488 1.3892
P -1.9264 1.8763 1.8442
O -2.0557 2.7093 0.6048
C -1.0465 -3.4924 1.1732
O -2.0611 -4.1141 1.0705
N 0.3186 -4.0804 1.2710
Cl 0.8443 -3.4704 2.8526
C 1.1066 -3.1981 0.3665
O 1.9715 -3.5394 -0.3827
H 1.1297 2.6498 2.7659
H 2.0328 3.5982 1.5203
H 0.2807 3.8215 1.6606
H 0.5813 3.0245 -0.9769
H 2.5437 0.4621 -0.7530
H 2.6916 -1.3087 -0.5999
H 3.0722 0.1575 3.0903
H 3.0766 -1.4512 2.7715
H 3.4865 1.6832 1.5774
H 4.5505 1.2631 0.3558
H 4.1779 -2.2467 1.0597
H 5.2019 -1.1732 1.7479
H -2.9563 -2.3743 2.2278
H -4.6140 -1.8963 0.8413
H -2.9248 -0.6199 -0.6743
H -3.6882 0.8830 0.0305
H -4.6418 -0.2917 -0.8262
H -1.0958 2.5876 2.7356
H -3.2184 1.6316 2.3412
C 0.4295 0.1914 -3.6976
C 0.0788 1.4092 -4.5392
C -1.3495 1.0947 -4.9595
O -1.9256 0.3174 -3.9048
C -0.8929 -0.1018 -3.0064
H 1.2452 0.3618 -2.9953
H 0.7063 -0.6428 -4.3477
H 0.0973 2.3083 -3.9175
H 0.7467 1.5674 -5.3852
H -1.3709 0.4939 -5.8752
H -1.9491 1.9918 -5.1195
H -0.9928 0.4765 -2.0797
H -1.0207 -1.1605 -2.7708



2.
9
Properties=species:S:1:pos:R:3 method="wB97M-V/def2-TZVPD" de_lowest_kcal_mol=85.2 orbital_gap_ev="8.10 / 8.10" e_lumo_ev="4.31 / 4.31" fmax_ha_per_bohr=0.076 charge=-1 e_homo_ev="-3.79 / -3.79"
C 1.4372 -0.3128 -0.0545
N -1.1687 -1.0463 0.3049
N -1.9236 -0.1447 0.5899
N 0.1176 -0.3155 -0.8240
O 1.3637 0.2426 0.9964
O -0.1991 1.0876 -0.9967
O 2.3597 -0.8023 -0.6982
H 0.5611 1.7304 -0.7270
H -2.5479 -0.4389 1.4092



3.
37
Properties=species:S:1:pos:R:3 method="wB97M-V/def2-TZVPD" de_lowest_kcal_mol=2.4 orbital_gap_ev=11.05 e_lumo_ev=-2.44 fmax_ha_per_bohr=0.020 charge=+1 smiles=CC#CC[N+](C)(C)CCCCCC e_homo_ev=-13.49
C 4.1736 -1.0847 1.0731
C 2.8709 -1.5622 0.6976
C 1.7825 -1.9595 0.3829
C 0.4865 -2.4680 -0.0211
N -0.6476 -1.7375 0.6361
C -1.9163 -2.2989 0.1451
C -0.5489 -1.9364 2.0922
C -0.5304 -0.2903 0.2802
C -1.6579 0.6166 0.7606
C -1.3272 2.0913 0.4935
C -1.2076 2.4576 -0.9926
C 0.2332 2.5397 -1.4996
C 0.2793 2.9082 -2.9777
H 4.3279 -0.0751 0.6953
H 4.9335 -1.7393 0.6495
H 4.2761 -1.0831 2.1572
H 0.3775 -2.3730 -1.1057
H 0.4127 -3.5272 0.2431
H -1.9351 -3.3764 0.3025
H -2.0301 -2.0985 -0.9191
H -2.7550 -1.8584 0.6791
H 0.4059 -1.5537 2.4494
H -1.3580 -1.4222 2.6045
H -0.6095 -2.9980 2.3264
H -0.4723 -0.2300 -0.8080
H 0.4176 0.0634 0.6921
H -2.5908 0.3786 0.2478
H -1.8155 0.5036 1.8339
H -0.4031 2.3564 1.0099
H -2.1274 2.6797 0.9428
H -1.7726 1.7458 -1.5989
H -1.6646 3.4349 -1.1510
H 0.7660 3.2993 -0.9247
H 0.7553 1.5915 -1.3504
H -0.2361 2.1619 -3.5787
H 1.3076 2.9751 -3.3223
H -0.1999 3.8690 -3.1448



4.
8
Properties=species:S:1:pos:R:3 method="wB97M-V/def2-TZVPD" de_lowest_kcal_mol=1.8 orbital_gap_ev=9.36 e_lumo_ev=-0.76 fmax_ha_per_bohr=0.024 charge=0 smiles="O=C(S)C(=O)S" e_homo_ev=-10.12
O -0.3662 -1.7044 0.0494
C -0.5763 -0.5110 0.0140
S -2.1502 0.2672 -0.0407
C 0.5617 0.5251 0.0152
O 0.3569 1.7120 0.0449
S 2.1620 -0.2699 -0.0435
H -2.7891 -0.9235 -0.0410
H 2.8013 0.9046 0.0016



5.
8
Properties=species:S:1:pos:R:3 method="wB97M-V/def2-TZVPD" de_lowest_kcal_mol=58.3 orbital_gap_ev="7.43 / 7.45" e_lumo_ev="-2.16 / -2.15" fmax_ha_per_bohr=0.043 charge=0 e_homo_ev="-9.60 / -9.59"
C -2.0943 -0.0665 0.3827
N -1.5525 -0.8868 1.0531
O -2.6438 0.7961 -0.1831
O 0.4545 0.7743 -1.1723
S -0.9088 -1.1885 -2.2805
H -1.0340 -1.7293 0.9033
H 1.1014 0.8678 -0.4014
H -0.0446 1.6027 -1.2447